Record 1
{"formula": "C32H90N6O14", "method": "ωB97M-V/def2-TZVPD", "multiplicity": 1, "homo_lumo_gap_ha": 0.32658, "e_homo_ha": -0.320, "e_above_lowest_kcal_mol": 10.6, "elements": ["C", "O", "C", "C", "C", "N", "H", "H", "H", "H", "H", "H", "H", "H", "H", "H", "H", "C", "O", "C", "C", "C", "N", "H", "H", "H", "H", "H", "H", "H", "H", "H", "H", "H", "C", "O", "C", "C", "C", "N", "H", "H", "H", "H", "H", "H", "H", "H", "H", "H", "H", "C", "O", "C", "C", "C", "N", "H", "H", "H", "H", "H", "H", "H", "H", "H", "H", "H", "C", "O", "C", "C", "C", "N", "H", "H", "H", "H", "H", "H", "H", "H", "H", "H", "H", "C", "O", "C", "C", "C", "N", "H", "H", "H", "H", "H", "H", "H", "H", "H", "H", "H", "O", "C", "C", "O", "H", "H", "H", "H", "H", "H", "O", "C", "C", "O", "H", "H", "H", "H", "H", "H", "O", "C", "C", "O", "H", "H", "H", "H", "H", "H", "O", "C", "C", "O", "H", "H", "H", "H", "H", "H"], "xyz": [[15.530, 8.842, 3.324], [14.135, 9.130, 3.416], [13.635, 9.812, 2.311], [12.225, 10.297, 2.606], [11.614, 11.013, 1.424], [12.251, 11.206, 3.797], [15.715, 8.135, 2.509], [15.855, 8.434, 4.276], [16.098, 9.770, 3.169], [14.320, 10.646, 2.062], [13.669, 9.242, 1.360], [11.607, 9.442, 2.874], [12.132, 11.906, 1.070], [10.630, 11.386, 1.732], [11.408, 10.342, 0.587], [12.789, 12.031, 3.544], [12.782, 10.720, 4.516], [18.438, 3.364, 9.264], [17.132, 3.774, 8.999], [17.067, 4.696, 7.934], [15.633, 4.982, 7.643], [15.560, 5.874, 6.432], [15.010, 5.689, 8.788], [18.429, 2.705, 10.132], [19.068, 4.220, 9.544], [18.880, 2.824, 8.421], [17.583, 5.650, 8.135], [17.583, 4.325, 7.034], [15.088, 4.065, 7.380], [15.914, 5.440, 5.493], [16.174, 6.778, 6.552], [14.565, 6.298, 6.249], [13.998, 5.670, 8.664], [15.174, 5.161, 9.644], [7.699, 3.777, 13.105], [8.826, 3.142, 12.529], [8.997, 1.822, 13.016], [10.445, 1.406, 12.799], [10.668, 1.171, 11.304], [10.800, 0.128, 13.486], [6.817, 3.133, 13.015], [7.555, 4.722, 12.588], [7.845, 3.972, 14.174], [8.726, 1.734, 14.076], [8.349, 1.144, 12.440], [11.130, 2.154, 13.200], [10.258, 0.205, 11.002], [11.726, 1.127, 11.033], [10.234, 1.994, 10.737], [10.677, 0.213, 14.497], [10.062, -0.547, 13.259], [11.737, 7.377, 7.656], [12.141, 6.096, 8.115], [12.006, 5.012, 7.197], [10.577, 4.549, 7.122], [10.107, 3.950, 8.414], [10.392, 3.531, 6.044], [11.306, 7.866, 8.531], [10.912, 7.355, 6.937], [12.583, 7.904, 7.216], [12.318, 5.368, 6.210], [12.631, 4.183, 7.539], [10.000, 5.428, 6.817], [9.030, 3.759, 8.417], [10.177, 4.717, 9.204], [10.681, 3.093, 8.755], [11.122, 2.830, 6.105], [9.461, 3.119, 6.176], [8.419, 5.578, -0.398], [9.049, 5.117, 0.769], [10.270, 5.734, 0.999], [10.517, 5.755, 2.485], [11.777, 6.516, 2.803], [10.537, 4.409, 3.016], [9.065, 5.459, -1.276], [8.155, 6.636, -0.280], [7.522, 4.984, -0.550], [11.078, 5.180, 0.491], [10.309, 6.736, 0.547], [9.631, 6.285, 2.889], [12.617, 6.020, 2.296], [12.109, 6.505, 3.833], [11.652, 7.523, 2.421], [10.499, 4.398, 4.057], [9.655, 3.927, 2.853], [8.450, 0.668, 5.773], [8.098, 1.945, 6.209], [6.738, 2.262, 5.992], [6.409, 3.612, 6.595], [4.911, 3.824, 6.601], [7.103, 4.755, 5.931], [8.098, -0.173, 6.370], [9.546, 0.638, 5.778], [8.219, 0.577, 4.703], [6.427, 2.234, 4.930], [6.126, 1.453, 6.430], [6.800, 3.604, 7.618], [4.405, 3.256, 7.375], [4.531, 3.549, 5.603], [4.593, 4.864, 6.684], [6.921, 4.690, 4.926], [8.102, 4.565, 6.006], [13.667, 2.086, 6.130], [14.898, 1.363, 6.107], [14.669, 0.008, 6.756], [15.907, -0.658, 6.968], [13.473, 2.305, 5.213], [15.294, 1.208, 5.107], [15.615, 1.866, 6.768], [14.032, -0.557, 6.050], [14.060, 0.111, 7.662], [15.736, -1.602, 6.970], [13.571, 9.597, 10.602], [14.303, 8.769, 9.703], [15.804, 8.926, 9.807], [16.416, 8.137, 8.796], [13.148, 9.014, 11.245], [14.075, 7.717, 9.899], [13.995, 8.923, 8.663], [16.122, 8.531, 10.788], [16.156, 9.957, 9.773], [16.000, 7.237, 8.861], [10.781, 5.018, 12.550], [10.709, 6.080, 11.587], [11.283, 7.328, 12.135], [12.711, 7.281, 12.165], [9.988, 4.450, 12.446], [11.223, 5.799, 10.661], [9.666, 6.240, 11.263], [10.862, 7.632, 13.095], [11.053, 8.128, 11.420], [12.946, 6.611, 12.819], [5.443, 2.416, 9.584], [6.052, 1.195, 9.947], [7.377, 1.489, 10.587], [8.124, 0.312, 10.872], [4.497, 2.376, 9.737], [5.406, 0.614, 10.628], [6.122, 0.544, 9.067], [7.262, 2.083, 11.499], [7.956, 2.085, 9.876], [7.569, -0.223, 11.452]]}

---

Record 2
{"formula": "C6H13As2Cl10F12OY", "method": "ωB97M-V/def2-TZVPD", "multiplicity": 1, "homo_lumo_gap_ha": 0.11526, "e_homo_ha": -0.378, "e_above_lowest_kcal_mol": 319.0, "elements": ["Y", "C", "O", "H", "H", "H", "As", "F", "F", "F", "F", "F", "F", "As", "F", "F", "F", "F", "F", "F", "C", "Cl", "Cl", "H", "H", "C", "Cl", "Cl", "H", "H", "C", "Cl", "Cl", "H", "H", "C", "Cl", "Cl", "H", "H", "C", "Cl", "Cl", "H", "H"], "xyz": [[2.313, 0.131, -4.639], [4.161, 4.422, -2.331], [4.350, 3.235, -3.105], [3.738, 5.223, -2.938], [3.462, 4.174, -1.533], [5.092, 4.808, -1.915], [6.110, -2.372, -0.852], [4.713, -1.925, -1.907], [6.681, -0.626, -0.992], [7.606, -2.744, 0.011], [5.653, -4.084, -0.615], [6.983, -2.685, -2.421], [5.223, -1.906, 0.657], [-1.061, 0.293, -1.342], [-1.738, 1.619, -0.415], [-0.688, 1.173, -2.853], [-0.241, -1.001, -2.353], [-1.188, -0.815, 0.025], [-2.625, -0.268, -1.910], [0.542, 0.839, -0.881], [-3.195, -3.054, -7.035], [-4.160, -2.633, -8.440], [-1.868, -1.822, -6.849], [-3.781, -3.148, -6.121], [-2.699, -4.007, -7.218], [-7.083, 0.160, 0.427], [-8.796, -0.134, 0.776], [-6.648, 1.769, 1.125], [-6.543, -0.688, 0.848], [-7.136, 0.273, -0.656], [1.469, 4.715, 2.869], [3.262, 5.082, 2.840], [0.777, 4.729, 4.510], [0.892, 5.293, 2.147], [1.466, 3.677, 2.538], [0.643, -4.360, 4.486], [1.908, -5.509, 3.964], [1.155, -3.674, 6.078], [0.398, -3.537, 3.814], [-0.270, -4.890, 4.756], [-3.828, 0.996, 5.385], [-4.525, -0.573, 5.070], [-2.678, 0.651, 6.763], [-3.275, 1.457, 4.566], [-4.573, 1.741, 5.664]]}

---

Record 3
{"formula": "C42H36Br2N4O7PdSSi", "method": "ωB97M-V/def2-TZVPD", "multiplicity": 3, "total_charge": -2, "homo_lumo_gap_ha": [0.18021, 0.23451], "s_squared": 2.0067, "e_homo_ha": [-0.038, -0.093], "e_above_lowest_kcal_mol": 22.9, "elements": ["Pd", "Br", "C", "C", "C", "Br", "C", "C", "C", "C", "N", "C", "C", "O", "H", "H", "H", "H", "C", "C", "C", "C", "C", "C", "Si", "C", "C", "C", "C", "C", "C", "C", "C", "C", "C", "C", "C", "H", "H", "H", "H", "H", "H", "H", "H", "H", "H", "H", "H", "H", "H", "H", "C", "C", "C", "C", "C", "C", "C", "S", "O", "O", "N", "C", "C", "C", "O", "O", "H", "H", "H", "H", "H", "H", "H", "H", "H", "H", "H", "H", "C", "N", "C", "C", "C", "O", "N", "C", "O", "H", "H", "H", "H", "H"], "xyz": [[0.034, -0.140, 0.461], [-1.915, -4.832, 1.606], [-1.630, -3.382, 2.803], [-1.936, -3.543, 4.138], [-1.592, -2.539, 5.019], [-1.983, -2.822, 6.871], [-0.914, -1.383, 4.610], [-0.402, -0.403, 5.484], [0.268, 0.684, 4.950], [0.403, 0.793, 3.576], [-0.055, -0.123, 2.730], [-0.692, -1.206, 3.217], [-1.049, -2.220, 2.261], [-0.777, -2.111, 1.021], [-2.415, -4.447, 4.487], [-0.537, -0.516, 6.550], [0.676, 1.455, 5.589], [0.890, 1.646, 3.124], [4.450, -4.469, 1.584], [5.220, -3.351, 1.305], [4.612, -2.178, 0.898], [3.229, -2.090, 0.769], [2.475, -3.227, 1.036], [3.074, -4.408, 1.440], [2.367, -0.398, 0.346], [3.063, 0.737, 1.756], [2.989, 2.123, 1.593], [3.434, 2.987, 2.572], [3.961, 2.490, 3.756], [4.020, 1.120, 3.948], [3.576, 0.259, 2.961], [3.465, 0.234, -1.131], [3.134, -0.080, -2.447], [3.907, 0.361, -3.507], [5.031, 1.138, -3.278], [5.369, 1.474, -1.978], [4.600, 1.018, -0.923], [4.922, -5.386, 1.914], [6.298, -3.398, 1.416], [5.216, -1.307, 0.684], [1.401, -3.176, 0.929], [2.469, -5.281, 1.651], [2.564, 2.512, 0.678], [3.378, 4.057, 2.416], [4.311, 3.166, 4.525], [4.428, 0.726, 4.871], [3.632, -0.809, 3.124], [2.245, -0.659, -2.645], [3.629, 0.100, -4.520], [5.637, 1.486, -4.107], [6.241, 2.090, -1.789], [4.885, 1.285, 0.085], [-2.603, 2.147, -7.204], [-2.916, 1.551, -5.863], [-4.021, 0.726, -5.698], [-4.335, 0.226, -4.447], [-3.542, 0.556, -3.368], [-2.417, 1.343, -3.516], [-2.106, 1.832, -4.770], [-4.095, 0.068, -1.730], [-5.375, -0.581, -1.919], [-4.106, 1.268, -0.936], [-3.064, -1.008, -1.089], [-2.775, -2.174, -1.896], [-1.277, -2.391, -2.096], [-0.631, -1.097, -2.664], [-0.526, -0.974, -3.886], [-0.294, -0.226, -1.817], [-3.194, 1.676, -7.986], [-1.547, 2.022, -7.429], [-2.825, 3.215, -7.202], [-4.630, 0.472, -6.555], [-5.193, -0.410, -4.284], [-1.788, 1.546, -2.664], [-1.215, 2.424, -4.916], [-2.281, -0.628, -0.556], [-3.271, -2.032, -2.862], [-3.219, -3.052, -1.411], [-1.115, -3.220, -2.788], [-0.824, -2.621, -1.129], [-5.037, 2.608, 1.763], [-3.655, 2.531, 1.369], [-3.119, 3.478, 0.572], [-1.867, 3.372, 0.086], [-1.154, 2.138, 0.330], [0.037, 1.995, -0.024], [-1.797, 1.145, 0.967], [-3.004, 1.274, 1.527], [-3.539, 0.419, 2.210], [-5.313, 3.647, 1.955], [-5.163, 2.013, 2.668], [-5.665, 2.191, 0.970], [-3.741, 4.347, 0.386], [-1.409, 4.128, -0.531]]}

---

Record 4
{"formula": "C18H29F4NO12S", "method": "ωB97M-V/def2-TZVPD", "multiplicity": 1, "homo_lumo_gap_ha": 0.36170, "e_homo_ha": -0.348, "elements": ["C", "O", "C", "C", "C", "C", "C", "C", "C", "N", "C", "S", "O", "O", "F", "H", "H", "H", "H", "H", "H", "H", "H", "H", "H", "H", "H", "H", "H", "H", "H", "H", "H", "H", "H", "O", "C", "O", "C", "C", "F", "O", "H", "H", "H", "O", "C", "O", "C", "C", "F", "O", "H", "H", "H", "O", "C", "O", "C", "C", "F", "O", "H", "H", "H"], "xyz": [[0.314, -3.791, 0.858], [-0.976, -3.957, 0.310], [-1.528, -2.772, -0.252], [-2.013, -1.811, 0.805], [-2.607, -0.515, 0.212], [-2.256, 0.760, 0.976], [-0.966, 1.439, 0.551], [0.345, 0.798, 1.060], [1.133, 0.190, -0.099], [2.553, -0.053, 0.278], [3.495, 0.880, -0.394], [3.043, -1.588, 0.039], [2.285, -2.302, -0.924], [4.453, -1.654, -0.038], [2.695, -2.204, 1.419], [0.305, -4.056, 1.915], [0.661, -2.762, 0.777], [1.033, -4.419, 0.336], [-2.362, -3.110, -0.862], [-0.786, -2.306, -0.907], [-1.208, -1.560, 1.493], [-2.784, -2.305, 1.389], [-2.368, -0.416, -0.847], [-3.689, -0.625, 0.266], [-3.063, 1.466, 0.797], [-2.267, 0.560, 2.047], [-0.924, 1.531, -0.532], [-0.999, 2.454, 0.940], [0.969, 1.582, 1.481], [0.159, 0.049, 1.825], [1.133, 0.918, -0.903], [0.646, -0.720, -0.435], [4.447, 0.909, 0.116], [3.650, 0.578, -1.423], [3.045, 1.866, -0.378], [-3.443, 3.542, -0.718], [-4.436, 3.216, -1.268], [-4.862, 1.934, -1.404], [-6.167, 1.951, -1.987], [-6.184, 3.298, -2.679], [-7.414, 3.862, -2.680], [-5.317, 4.066, -1.868], [-6.921, 1.910, -1.199], [-6.295, 1.110, -2.661], [-5.802, 3.289, -3.701], [0.700, 2.476, -2.929], [1.407, 1.959, -3.726], [2.574, 1.337, -3.426], [3.061, 0.696, -4.612], [2.374, 1.495, -5.700], [2.070, 0.742, -6.780], [1.176, 1.906, -5.064], [2.736, -0.345, -4.623], [4.146, 0.741, -4.652], [2.922, 2.379, -6.031], [4.842, -0.760, 7.198], [3.938, -1.075, 6.506], [3.400, -2.320, 6.446], [2.233, -2.267, 5.622], [2.503, -1.039, 4.778], [1.365, -0.375, 4.461], [3.283, -0.241, 5.646], [1.349, -2.124, 6.246], [2.129, -3.179, 5.042], [3.062, -1.241, 3.864]]}

---

| no. | electronic energy (eV) |
| --- | --- |
| 1 | -72243.38188 |
| 2 | -289027.78972 |
| 3 | -226713.20150 |
| 4 | -66900.83174 |